# 1
Computed, not measured: a 6-piece molecular cluster, C18H50Cl4N8O6P2 overall, with wB97M-V/def2-TZVPD.

```
88
Properties=species:S:1:pos:R:3:forces:R:3:mulliken_charge:R:1
C 3.09977 1.16862 -2.08449 1.8 0.8 -0.8 -0.810
N 2.93245 1.09089 -3.53646 -1.4 0.4 0.2 0.484
C 2.08045 2.12605 -4.14726 0.2 -0.4 0.0 -0.944
P 3.76503 0.03310 -4.50705 0.2 -0.9 1.9 0.035
O 3.53872 0.30673 -5.91286 0.1 0.7 -1.4 -0.866
N 5.32482 0.16368 -3.92351 0.2 -0.8 -0.1 0.329
C 5.91271 -0.82972 -3.02908 -0.1 0.1 -0.1 -0.847
C 6.13004 1.27755 -4.34087 0.1 0.7 -0.5 -1.090
N 3.34195 -1.54150 -4.07882 -0.2 0.8 0.4 0.424
C 2.27230 -1.84831 -3.11854 1.0 0.4 -0.8 -1.053
C 3.87445 -2.67556 -4.80021 -0.5 -0.3 -0.2 -1.198
H 3.30530 0.18138 -1.68048 -0.3 0.0 0.4 0.300
H 2.33040 1.73633 -1.56538 -0.6 -0.6 -0.2 0.267
H 3.98733 1.79597 -1.90322 0.2 -0.3 0.3 0.226
H 2.64311 2.89076 -4.68599 0.1 -0.2 -0.2 0.249
H 1.54505 2.67428 -3.37245 -0.2 -0.3 0.1 0.285
H 1.38544 1.62970 -4.82035 -0.2 0.4 -0.2 0.322
H 6.79757 -0.45231 -2.51387 -0.1 0.4 -0.1 0.344
H 5.18136 -1.08481 -2.26397 0.1 -0.3 0.1 0.243
H 6.23994 -1.72921 -3.55671 -0.1 -0.1 0.0 0.244
H 5.53331 1.94407 -4.97023 -0.1 0.0 0.2 0.290
H 6.49485 1.86121 -3.48928 0.0 -0.1 0.0 0.383
H 6.97811 1.02683 -4.98946 0.1 -0.3 0.2 0.367
H 1.64739 -0.96001 -3.05827 -0.2 -0.2 0.4 0.305
H 1.69724 -2.69163 -3.50160 -0.2 0.0 0.1 0.387
H 2.73748 -2.10145 -2.16148 -0.4 -0.1 0.2 0.186
H 3.16827 -3.03421 -5.56142 0.0 0.1 0.0 0.318
H 4.00425 -3.51839 -4.11435 0.4 0.1 0.1 0.404
H 4.80016 -2.45683 -5.32879 0.1 0.1 0.2 0.396
C -3.41279 -1.15069 1.72652 1.3 0.2 -0.3 -0.874
N -3.03892 0.05852 0.97906 -0.7 0.6 -0.5 0.593
C -4.05188 0.54472 0.02823 0.3 0.3 0.0 -1.077
P -1.81209 1.11957 1.36226 -0.2 -0.4 -1.1 -0.289
O -2.15825 2.25994 2.22927 0.3 0.0 0.4 -0.861
N -0.61165 0.13499 1.93224 0.9 -0.1 0.8 0.536
C -0.13894 -1.07130 1.27482 -1.4 -0.8 -0.9 -1.035
C -0.01348 0.35329 3.24630 0.1 0.3 0.5 -0.909
N -1.33139 1.74934 -0.13971 0.3 0.1 0.1 0.438
C -0.76687 0.93777 -1.20865 -0.6 -0.2 -0.3 -1.357
C -0.69436 3.06674 -0.09546 -0.8 0.9 -1.2 -0.799
H -3.60022 -0.98730 2.78980 0.0 0.2 0.0 0.222
H -2.56325 -1.81918 1.60241 -0.4 -0.4 0.5 0.109
H -4.28022 -1.62421 1.27816 0.0 0.1 -0.1 0.507
H -3.80608 0.16886 -0.96830 -0.3 0.1 -0.1 0.238
H -4.08793 1.63498 -0.00410 0.2 0.0 -0.1 0.295
H -5.05789 0.24179 0.31526 0.1 -0.3 0.1 0.515
H -0.37716 -1.06382 0.21182 0.4 0.4 0.0 0.054
H 0.91318 -1.30398 1.41004 0.1 0.4 0.1 0.360
H -0.70931 -1.96848 1.55081 0.3 0.0 0.7 0.424
H -0.67087 0.08344 4.07663 -0.1 -0.1 -0.1 0.185
H 0.88391 -0.25621 3.34009 0.0 -0.1 -0.1 0.380
H 0.31212 1.38069 3.41839 -0.2 0.1 -0.2 0.234
H 0.28168 0.66069 -1.05770 0.0 0.0 0.1 0.429
H -1.36621 0.04091 -1.38344 0.1 -0.1 0.3 0.347
H -0.84318 1.50081 -2.14188 0.1 0.1 0.0 0.556
H 0.17793 3.18913 0.54343 -0.1 -0.1 0.3 0.363
H -1.44723 3.84906 0.01668 0.1 -0.2 1.1 0.044
H -0.40670 3.39881 -1.10191 0.5 -0.8 -0.1 0.311
C -2.39039 5.54221 1.91457 1.0 0.2 0.4 -0.577
N -2.50283 6.82663 1.16690 -1.1 -0.7 0.4 0.948
O -1.53060 7.41064 0.78761 1.1 0.4 -0.3 -0.551
O -3.64653 7.19371 1.00106 -0.4 0.3 -0.2 -0.559
H -1.34175 5.29762 2.05721 0.0 0.0 -0.2 0.266
H -2.89400 4.76786 1.35192 -0.2 0.0 0.2 0.145
H -2.81222 5.74130 2.89442 -0.4 -0.2 -0.1 0.355
C -4.73978 -3.87547 4.83432 0.1 -1.1 0.2 -0.718
N -3.40891 -3.75534 4.18654 -0.5 1.2 0.0 0.894
O -3.37683 -3.88081 2.99095 0.0 -0.7 -1.1 -0.504
O -2.48497 -3.36308 4.84557 0.7 -0.1 0.9 -0.534
H -5.32209 -4.47434 4.14324 -0.4 0.4 0.0 0.306
H -5.10425 -2.87375 5.02989 -0.1 0.0 -0.1 0.278
H -4.62117 -4.43407 5.75987 0.1 0.2 0.1 0.286
Cl -0.88274 -3.54456 -0.73451 -0.1 0.1 -0.2 -0.029
C -1.00407 -4.71248 -2.05043 0.6 -0.3 -1.2 -0.555
C 0.25111 -5.56960 -2.18180 0.0 0.1 0.8 -0.222
Cl 0.64843 -6.40869 -0.65178 -0.1 -0.3 -0.2 -0.194
H -1.03486 -4.22215 -3.02950 -0.2 0.5 0.3 0.260
H -1.94111 -5.25481 -1.97007 0.2 -0.3 0.4 0.383
H 1.12281 -4.95084 -2.38231 -0.1 0.1 -0.1 -0.009
H 0.15846 -6.29914 -2.98286 -0.2 -0.1 0.1 0.411
Cl -3.64993 0.04204 7.64891 -0.1 0.1 -0.1 -0.203
C -2.98032 1.69059 7.37996 0.5 -0.4 -0.6 -0.443
C -1.88604 1.55648 6.32791 0.4 -0.3 0.2 -0.206
Cl -0.99495 3.08218 6.04523 -0.2 0.0 0.2 -0.206
H -2.53556 1.96652 8.32850 -0.2 0.4 0.0 0.328
H -3.77945 2.32982 7.02336 -0.1 0.1 0.3 0.335
H -2.23183 1.22016 5.35499 -0.3 0.1 0.1 0.021
H -1.15480 0.83930 6.69569 0.0 0.0 -0.1 0.378
```
Positions in Å, forces in eV/Å.

Computed properties:
charge: 0
relative energy (zero: lowest compared OMol25 entry of this formula, charge and spin): 0.000 eV
SMILES string: CN(C)P(=O)(N(C)C)N(C)C.CN(C)P(=O)(N(C)C)N(C)C.C[N+](=O)[O-].C[N+](=O)[O-].ClCCCl.ClCCCl
DFT total energy: -4128.67364 Ha
orbital gap: 8.7 eV
F_max: 0.0411 hartree/bohr

---

# 2
Computed, not measured: C18H50N4O8V2 as an isolated structure, with wB97M-V/def2-TZVPD.

```
82
Properties=species:S:1:pos:R:3:forces:R:3:mulliken_charge:R:1
O 1.00849 -0.73771 -3.46526 2.6 -1.2 0.4 -0.489
V 2.28385 -1.38637 -2.79006 -3.3 2.1 3.1 1.046
O 1.50192 -5.97736 -2.40790 0.6 1.8 -0.4 -0.544
V 1.15961 -4.58537 -1.80272 -4.5 -2.8 3.3 1.067
O 0.31633 -5.36821 -0.11255 1.8 2.1 -2.5 -0.650
H 0.92964 -5.06525 0.57345 -0.2 -0.3 0.4 0.287
C -0.17924 -0.69029 0.00632 -1.0 0.0 -1.7 -0.578
C 1.06946 -1.55764 0.08009 -0.6 1.4 1.3 -0.042
O 1.33215 -2.34211 -1.06578 1.8 -0.6 -3.9 0.316
H -1.08526 -1.24775 -0.25746 0.1 -0.3 0.4 0.271
H -0.13813 0.02759 -0.82498 0.4 0.0 0.1 -0.108
H -0.41575 -0.07760 0.87276 0.4 -0.3 0.3 0.139
H 0.97987 -2.20636 0.95412 0.3 -0.2 -0.1 0.198
H 1.87549 -0.83152 0.23268 0.3 -0.5 0.2 -0.088
C -0.25974 5.63856 0.08544 -1.2 -1.5 0.6 -1.460
C -0.44178 4.44662 -0.86242 0.2 0.3 -0.6 1.161
C -1.79044 3.70178 -0.74962 1.3 1.2 1.2 -0.794
O -1.60001 2.50777 -1.46296 -1.0 -0.2 0.0 -0.193
C -2.76902 1.69967 -1.49243 -0.4 0.8 -0.6 -0.929
N -0.13030 4.91775 -2.21515 -1.0 -0.1 -1.1 -0.699
H 0.70778 6.10562 -0.04197 -0.1 0.2 0.0 0.384
H -0.39932 5.23862 1.09589 0.5 0.2 0.1 0.350
H -1.10901 6.31834 -0.00169 0.3 0.4 -0.4 0.352
H 0.31960 3.67721 -0.68666 0.0 0.1 0.5 -0.463
H -2.60160 4.38287 -1.03923 -0.1 -0.4 -0.8 0.357
H -2.00021 3.51848 0.31542 0.1 -0.4 0.0 0.370
H -3.60887 2.20377 -1.98716 0.3 0.2 -0.4 0.465
H -3.21632 1.52138 -0.51045 0.7 -0.6 0.3 0.356
H -2.48827 0.84444 -2.09867 -0.3 -0.5 0.4 0.188
H -0.27388 4.18189 -2.91165 0.4 -0.3 0.4 0.266
H -0.88568 5.53625 -2.52656 0.4 0.4 0.4 0.298
C -0.53783 2.39657 7.06140 0.0 0.3 0.7 -1.446
C -1.63281 1.68324 6.28867 -0.7 1.1 -0.1 0.731
C -1.13717 0.74133 5.21187 0.8 -0.5 0.7 -0.678
O -0.15955 1.37102 4.39229 -0.9 0.1 -0.3 -0.356
C 0.46854 0.48753 3.50727 1.1 0.4 0.2 -0.639
N -2.49850 1.00261 7.23540 0.2 -1.0 0.5 -0.709
H 0.02952 3.11993 6.47892 -0.1 -0.1 -0.2 0.310
H 0.16780 1.76351 7.60370 -0.1 -0.4 -0.3 0.340
H -1.05597 2.94995 7.85003 0.1 0.2 0.0 0.402
H -2.22606 2.48941 5.82710 0.3 0.0 -0.5 0.136
H -1.97106 0.35289 4.61747 0.0 0.0 -0.1 0.317
H -0.61300 -0.08031 5.72089 -0.4 -0.2 0.0 0.368
H 0.71516 1.06779 2.61317 -0.1 -0.2 -0.2 0.106
H -0.05758 -0.43678 3.25117 -0.5 0.2 0.1 0.346
H 1.42993 0.17780 3.94333 0.0 -0.1 0.0 0.355
H -2.77390 1.58831 8.00856 0.2 0.2 0.0 0.226
H -3.34142 0.56933 6.88548 0.1 0.1 -0.4 0.206
C 6.04310 -1.09127 -0.37251 1.0 0.0 0.1 -1.626
C 4.62766 -0.94149 -0.91430 0.5 -0.2 0.4 0.744
C 4.22489 0.49292 -1.23826 1.2 -0.6 1.6 -0.788
O 2.89015 0.43053 -1.72585 -0.4 -0.8 -1.1 0.052
C 2.13891 1.64940 -1.55664 -0.9 1.1 0.0 -1.134
N 4.39791 -1.80776 -2.09755 0.1 -0.3 -1.4 -0.490
H 6.39119 -2.11801 -0.21918 -0.7 -0.2 0.0 0.420
H 6.15497 -0.62046 0.60467 -0.2 0.2 -0.1 0.404
H 6.85105 -0.70698 -1.00424 -0.4 0.4 -0.2 0.420
H 3.94577 -1.30834 -0.14436 -0.1 0.1 0.0 -0.005
H 4.94446 1.07775 -1.81790 -0.4 -0.3 -0.9 0.488
H 4.31792 0.98021 -0.26016 -0.8 0.2 0.0 0.441
H 1.84330 1.76908 -0.51497 0.3 -0.1 0.1 0.338
H 1.20865 1.67964 -2.12616 0.1 -0.7 -0.2 0.333
H 2.69418 2.51672 -1.91386 0.4 -0.2 0.2 0.482
H 5.17286 -1.63719 -2.74688 -0.2 0.1 -0.1 0.268
H 4.54317 -2.78836 -1.85029 0.0 0.1 0.2 0.357
C -1.53973 -3.86308 -4.71807 0.5 0.1 0.3 -1.551
C -1.66692 -3.33242 -3.28425 0.3 0.5 -1.3 0.888
C -3.12033 -3.04822 -3.00578 -0.3 -0.6 -0.2 -1.068
O -3.24629 -2.50313 -1.72716 0.4 0.4 0.1 -0.170
C -4.46419 -1.82529 -1.46307 -0.2 0.2 0.0 -0.898
N -1.09843 -4.25574 -2.28403 0.3 0.6 1.2 -0.298
H -1.96317 -3.17054 -5.44308 -0.1 0.1 0.1 0.443
H -2.03314 -4.82737 -4.84136 0.0 0.0 0.1 0.377
H -0.48614 -3.99023 -4.98072 0.0 -0.1 0.0 0.332
H -1.10824 -2.39426 -3.16001 -0.1 0.0 -0.2 -0.128
H -3.64008 -4.01478 -3.12234 -0.3 0.0 0.3 0.421
H -3.53684 -2.42075 -3.79853 0.1 0.3 0.1 0.441
H -5.26013 -2.54942 -1.30114 -0.2 0.1 0.0 0.305
H -4.74171 -1.12129 -2.25248 0.1 -0.3 -0.3 0.402
H -4.33959 -1.19202 -0.58724 0.2 -0.4 0.3 0.248
H -1.81024 -4.97883 -2.12391 0.8 -0.6 -0.2 0.256
H -1.23242 -3.72821 -1.40798 0.2 -0.2 0.0 0.446
```
Positions in Å, forces in eV/Å.

Computed properties:
charge: +2
relative energy (zero: lowest compared OMol25 entry of this formula, charge and spin): 4.136 eV
DFT total energy: -3424.08527 Ha
orbital gap (alpha / beta): 2.4 / 2.6 eV
2S+1: 3
F_max: 0.1216 hartree/bohr

---

# 3
Computed, not measured: a 10-piece molecular cluster, C18H51BF4NO8 overall, with wB97M-V/def2-TZVPD.

```
83
Properties=species:S:1:pos:R:3:forces:R:3:mulliken_charge:R:1
B -0.58608 -0.29564 0.49727 0.8 0.0 -0.4 1.250
F 0.24381 -0.81192 -0.56780 -0.2 0.5 0.3 -0.278
F -1.33896 -1.37525 0.90963 -0.3 -0.1 0.8 -0.540
F 0.30864 0.21191 1.48836 -0.7 -0.2 -0.3 -0.257
F -1.45135 0.73108 0.03731 0.6 -0.4 0.1 -0.330
C 2.55397 1.60665 -0.73961 3.9 -1.5 -0.2 0.822
C 3.20576 2.87730 -0.66537 3.1 6.6 0.0 -0.035
N 3.72835 3.97045 -0.70801 -2.8 -6.0 0.3 -0.594
H 3.00961 0.78102 -0.07935 0.7 1.0 -1.7 -0.231
H 1.74216 1.51427 -0.19557 -5.0 0.8 2.2 -0.559
H 2.36036 1.39540 -1.76623 -0.1 -0.8 -0.6 0.574
C -0.80461 0.14445 -4.85075 -4.3 -3.7 0.3 -1.105
C -1.27602 0.69543 -3.51395 9.0 -4.7 -2.0 -0.330
O -0.06376 0.75745 -2.78878 0.4 0.7 2.7 -0.477
H -0.49019 -0.97839 -4.49107 -0.7 2.4 -2.1 0.089
H -0.00214 0.68063 -5.29187 0.7 0.5 0.0 0.367
H -1.84178 0.29766 -5.58467 3.1 -1.2 1.6 0.261
H -1.87185 0.28492 -2.89361 -4.9 -4.3 3.2 0.061
H -1.67008 1.47681 -3.75541 -3.9 10.0 -1.9 0.845
H -0.27255 0.53666 -1.82387 0.6 0.5 -2.1 0.089
C -1.11628 4.54159 2.87084 0.1 -3.8 -0.1 -1.237
C -0.71628 3.03089 2.47708 -2.4 2.1 -0.5 0.879
O 0.60863 2.82532 2.54896 1.0 8.6 5.7 -0.495
H -0.30984 5.15176 2.52285 0.1 0.8 0.0 0.366
H -1.15096 4.32084 3.94762 0.0 1.5 -0.1 0.310
H -2.11657 4.72103 2.45716 0.4 0.4 0.2 0.317
H -1.02722 2.70037 1.50533 -0.8 0.2 -0.7 -0.366
H -1.21288 2.42972 3.19181 -0.9 -0.9 0.8 -0.173
H 0.75549 2.12921 2.11634 2.3 -9.0 -5.3 0.158
C -0.03807 -4.93807 -2.83088 -5.8 -1.5 1.0 -1.113
C 0.83416 -4.07219 -2.05843 2.7 3.3 2.8 0.283
O 0.11796 -3.78876 -0.83017 -0.1 1.9 0.9 -0.548
H -0.56710 -5.84329 -2.16043 1.6 2.6 -0.9 0.205
H 0.36971 -5.55443 -3.53882 1.6 -0.9 -2.2 0.498
H -1.03325 -4.46339 -3.27405 2.3 -0.5 0.8 0.095
H 1.22979 -2.94347 -2.46932 -1.2 -3.4 0.4 0.131
H 1.76694 -4.64230 -1.67359 -1.1 0.8 -1.2 0.135
H 0.21964 -2.84708 -0.43193 0.0 -2.2 -1.6 0.131
C -2.82688 3.58836 -1.54807 2.2 1.9 -1.0 -0.743
C -4.01693 3.03588 -2.28557 0.2 1.1 1.2 -0.270
O -3.84781 3.12368 -3.65198 -0.7 -0.2 -2.0 -0.560
H -2.55247 4.65266 -1.93312 -0.7 -1.5 1.0 0.326
H -1.83946 3.05258 -1.63673 -1.2 -0.1 -0.7 0.043
H -2.92106 3.53870 -0.48019 -0.7 0.5 0.6 0.282
H -4.98307 3.42387 -1.95429 0.1 1.0 0.0 0.449
H -4.10809 2.06700 -1.97684 0.0 -3.2 0.6 0.171
H -4.62098 2.69155 -4.07651 0.9 0.4 0.3 0.316
C 4.30596 -1.84627 -0.05693 0.1 0.3 0.9 -1.177
C 3.23654 -2.60056 0.76136 2.1 1.5 0.4 0.099
O 3.86412 -2.84842 2.07217 -0.7 0.8 -1.4 -0.574
H 4.57343 -0.93890 0.51454 0.2 -0.3 -0.4 0.171
H 3.81478 -1.58109 -0.94154 -0.8 1.0 -1.5 0.378
H 5.22222 -2.35666 -0.46012 -0.8 -0.1 1.2 0.352
H 3.13128 -3.52304 0.26877 -0.8 -1.4 -0.4 0.510
H 2.25026 -2.04149 0.81697 1.3 -0.5 0.1 -0.073
H 3.25944 -3.48884 2.39367 -0.6 -1.1 1.3 0.314
C -1.30215 -0.10573 4.83242 -0.3 -4.1 5.6 -0.489
C -0.14359 -1.06114 4.70466 3.0 0.3 1.5 0.192
O -0.31961 -1.98213 3.66568 4.5 -4.5 6.0 -0.477
H -1.46575 0.52219 4.10102 -0.3 3.4 -3.8 -0.163
H -1.00229 0.39313 5.81359 -1.2 -0.1 -1.2 0.325
H -2.30298 -0.73823 4.91388 2.0 1.2 0.3 0.230
H 0.02889 -1.57327 5.70751 -0.7 0.1 -1.3 0.360
H 0.92923 -0.50457 4.64284 -2.4 -0.7 -0.4 -0.135
H -0.75315 -1.49975 3.11999 -4.5 4.3 -6.7 0.184
C 3.95646 2.07310 2.51486 -4.1 -0.4 -3.4 -1.003
C 3.36589 0.70444 2.92990 -2.2 0.8 1.0 1.068
O 4.48470 -0.04438 3.33168 -1.3 -3.2 0.5 -0.577
H 4.40014 1.93464 1.48632 0.5 0.0 1.4 0.246
H 4.56372 2.64803 3.18861 0.0 0.0 0.3 0.417
H 2.96824 2.60928 2.11965 2.1 -0.2 1.4 0.093
H 2.64991 0.29970 2.11240 1.9 0.1 0.5 -0.567
H 2.47252 0.73044 3.75435 2.4 0.5 -1.1 -0.133
H 4.16233 -0.99808 3.53495 1.0 2.2 -0.7 0.350
C -3.91060 -2.27106 -3.10846 7.4 -2.3 -0.7 -1.706
C -3.06525 -2.25591 -1.81537 0.6 -0.2 -0.1 0.442
O -3.49526 -1.03252 -1.10765 -0.2 -1.3 -0.2 -0.616
H -3.65924 -3.00838 -3.92804 0.6 1.0 0.9 0.271
H -3.82861 -1.31265 -3.33481 -0.3 4.2 -2.1 0.415
H -4.74107 -2.56456 -2.81355 -8.3 -2.0 2.4 0.593
H -2.02677 -2.19763 -2.05800 0.9 0.6 -0.2 -0.163
H -3.06557 -3.27435 -1.35250 -0.8 1.1 0.8 0.367
H -2.93856 -0.69826 -0.36850 -0.1 -1.1 -0.9 0.259
```
Positions in Å, forces in eV/Å.

Computed properties:
charge: -1
relative energy (zero: lowest compared OMol25 entry of this formula, charge and spin): 2.045 eV
DFT total energy: -1797.29488 Ha
orbital gap: 9.8 eV
F_max: 0.2123 hartree/bohr

---

Which formula does entry 2 have? C18H50N4O8V2